Density functional theory data (ωB97M-V/def2-TZVPD) for a 2-piece molecular cluster, C3H7IN3 overall.

Each line ends with the Löwdin charge.
Element x y z (Å)
1 C -2.226 0.379 -0.751  -0.7126
2 C -0.077 -0.039 -0.296  -0.2295
3 C 1.669 -0.406 1.593  -0.0093
4 N -2.188 0.572 -1.956  0.1170
5 N 0.766 0.157 -1.318  0.1476
6 N 0.316 -0.244 0.940  -0.0247
7 I -3.271 -0.021 0.956  1.0384
8 H 2.074 0.535 1.533  0.0625
9 H 2.423 -1.195 1.251  0.1269
10 H 1.512 -0.750 2.544  0.0536
11 H -2.578 1.104 -2.709  0.1090
12 H 0.200 0.062 -2.157  0.0917
13 H 1.757 -0.093 -1.333  0.1322
14 H -0.375 -0.062 1.702  0.0972

As for the total charge: +1. The calculation puts the HOMO-LUMO gap at 9.019 eV. The LUMO energy is -4.37 eV. The energy above the lowest of the compared OMol25 structures with the same formula, charge and spin is 246.2 kJ/mol.

---

Density functional theory data (ωB97M-V/def2-TZVPD) for a 2-piece molecular cluster, C3H7IN3O overall.

Each line ends with the Löwdin charge.
Element x y z (Å)
1 C 1.476 0.693 -0.250  -0.1150
2 C 0.668 -0.524 0.297  -0.1628
3 C 0.564 -1.276 -1.062  -0.3412
4 N 1.695 0.569 -1.458  0.0688
5 N 1.125 -0.605 -2.012  0.1326
6 N -0.642 -0.394 0.918  0.2338
7 O -0.227 -2.324 -0.984  0.1591
8 I -1.439 3.429 0.678  0.4121
9 H 1.816 1.530 0.415  0.1390
10 H -3.023 3.788 0.741  -0.2977
11 H 1.234 -0.960 1.127  0.1702
12 H -0.802 -1.279 1.482  0.2192
13 H -1.194 -0.148 0.199  0.0988
14 H -0.849 0.254 1.700  0.1581
15 H -0.403 -2.753 -1.792  0.1249

As for the total charge: +1. The calculation puts the HOMO-LUMO gap at 9.258 eV. The LUMO energy is -4.37 eV. The energy above the lowest of the compared OMol25 structures with the same formula, charge and spin is 152.7 kJ/mol.

---

Density functional theory data (ωB97M-V/def2-TZVPD) for an isolated ion of composition C3H7INO and charge +1.

Each line ends with the Löwdin charge.
Element x y z (Å)
1 I -2.779 0.215 0.153  0.8065
2 C -0.821 -0.298 -0.927  -0.6211
3 N 0.155 0.886 -0.626  0.0735
4 C 0.716 0.479 0.663  -0.1197
5 C 0.432 -0.976 0.780  -0.1424
6 O -0.163 -1.346 -0.471  -0.0780
7 H -1.183 -0.581 -1.977  0.1505
8 H -0.161 1.824 -0.816  0.1735
9 H 0.724 0.668 -1.467  0.1956
10 H 0.147 1.087 1.257  0.0877
11 H 1.852 0.722 0.804  0.1952
12 H 1.290 -1.564 0.925  0.1254
13 H -0.211 -1.116 1.703  0.1534

As for the total charge: +1. As for the SMILES: I[C@H]1[NH2+]CCO1. The calculation puts the HOMO-LUMO gap at 9.783 eV. The LUMO energy is -4.13 eV. The energy above the lowest of the compared OMol25 structures with the same formula, charge and spin is 116.2 kJ/mol.

---

Question: The lowest HOMO-LUMO gap belongs to which entry?
Answer: C3H7IN3